(1)
DFT (the ωB97M-V functional and the def2-TZVPD basis) results for a single C9H7NO2 molecule.

The HOMO-LUMO gap is 9.0456 eV. The value obtained for the molecular weight is 161.2 g mol⁻¹. The value obtained for the energy above the lowest of the compared OMol25 structures with the same formula, charge and spin is 36.60 kcal per mole. The LUMO energy comes out at -0.191 eV. For the HOMO energy, the calculation gives -9.2 eV. The structure (SMILES) is Cc1nc2ccccc2oc1=O.

Structure (XYZ):
```
19
C9H7NO2, DFT the ωB97M-V functional and the def2-TZVPD basis
C 2.869 1.360 -1.178
C 1.489 0.810 -0.805
N 1.239 0.186 0.235
C 0.017 -0.322 0.508
C -0.204 -1.014 1.757
C -1.478 -1.388 2.201
C -2.596 -1.155 1.318
C -2.409 -0.562 0.115
C -1.023 -0.271 -0.337
O -0.815 0.296 -1.608
C 0.459 0.801 -1.883
O 0.705 1.262 -2.979
H 2.845 2.493 -1.339
H 3.594 1.151 -0.426
H 3.109 0.845 -2.129
H 0.682 -0.882 2.438
H -1.673 -1.800 3.198
H -3.594 -1.467 1.610
H -3.216 -0.345 -0.696
```

Here are the Löwdin charges for atoms 1 to 5, given in e: atom 1 (C): -0.0029, atom 2 (C): -0.2339, atom 3 (N): 0.1746, atom 4 (C): -0.2519, atom 5 (C): -0.0004



(2)
DFT (the ωB97M-V functional and the def2-TZVPD basis) results for a single C9H7NO3 molecule.

The HOMO-LUMO gap is 9.4122 eV. The value obtained for the molecular weight is 177.2 g mol⁻¹. The value obtained for the energy above the lowest of the compared OMol25 structures with the same formula, charge and spin is 91.79 kcal per mole. The LUMO energy comes out at -0.267 eV. For the HOMO energy, the calculation gives -9.7 eV. The structure (SMILES) is O=C1c2ccccc2C[C@@H]1[N+](=O)[O-].

Structure (XYZ):
```
20
C9H7NO3, DFT the ωB97M-V functional and the def2-TZVPD basis
O 1.722 -2.128 0.909
C 1.125 -1.111 0.780
C -0.209 -0.745 0.251
C -1.030 -1.744 -0.357
C -2.242 -1.261 -0.965
C -2.490 0.178 -0.907
C -1.658 1.040 -0.264
C -0.486 0.584 0.394
C 0.565 1.389 1.046
C 1.823 0.330 0.895
N 2.378 0.395 -0.448
O 3.566 0.061 -0.517
O 1.709 0.654 -1.362
H -0.617 -2.684 -0.453
H -2.922 -1.832 -1.585
H -3.352 0.586 -1.456
H -1.807 2.144 -0.423
H 1.031 2.375 0.703
H 0.254 1.485 2.167
H 2.639 0.285 1.592
```

Here are the Löwdin charges for atoms 1 to 5, given in e: atom 1 (O): 0.1596, atom 2 (C): -0.2919, atom 3 (C): -0.1406, atom 4 (C): 0.0458, atom 5 (C): -0.0152



(3)
DFT (the ωB97M-V functional and the def2-TZVPD basis) results for C9H8 as an isolated structure.

The HOMO-LUMO gap is 9.5983 eV. The value obtained for the molecular weight is 116.2 g mol⁻¹. The value obtained for the energy above the lowest of the compared OMol25 structures with the same formula, charge and spin is 145.51 kcal per mole. The LUMO energy comes out at 0.547 eV. For the HOMO energy, the calculation gives -9.1 eV.

Structure (XYZ):
```
17
C9H8, DFT the ωB97M-V functional and the def2-TZVPD basis
C 3.178 1.940 -0.046
C -1.303 0.100 0.471
C 2.512 0.949 -0.005
C -2.428 0.458 0.215
C 0.881 -0.893 1.522
C -0.030 -0.346 0.726
C 1.300 -0.643 0.154
C -3.764 0.874 -0.123
C 1.685 -1.560 -0.952
H 3.799 2.787 -0.107
H 1.150 -1.229 2.492
H -3.797 1.957 -0.238
H -4.062 0.408 -1.064
H -4.466 0.580 0.657
H 1.365 -1.153 -1.910
H 1.212 -2.532 -0.808
H 2.766 -1.695 -0.983
```

Here are the Löwdin charges for atoms 1 to 5, given in e: atom 1 (C): -0.0326, atom 2 (C): 0.0357, atom 3 (C): -0.0296, atom 4 (C): -0.0514, atom 5 (C): 0.0943



(4)
DFT (the ωB97M-V functional and the def2-TZVPD basis) results for C9H8AuF5N6OSSeTe as an isolated structure.

The HOMO-LUMO gap is 6.6301 eV. The value obtained for the molecular weight is 746.8 g mol⁻¹. The value obtained for the energy above the lowest of the compared OMol25 structures with the same formula, charge and spin is 0.00 kcal per mole. The LUMO energy comes out at -2.605 eV. For the HOMO energy, the calculation gives -9.2 eV.

Structure (XYZ):
```
33
C9H8AuF5N6OSSeTe, DFT the ωB97M-V functional and the def2-TZVPD basis
Au 0.890 -0.286 2.024
Se 3.190 -0.900 2.559
C 4.039 0.503 1.735
N 4.602 1.351 1.195
C -1.462 -2.088 -2.922
C -1.138 -0.833 -2.188
C -0.560 0.283 -2.729
C -0.285 1.381 -1.897
N -0.566 1.345 -0.588
C -1.119 0.264 -0.090
S -1.461 0.126 1.630
N -1.426 -0.799 -0.867
C 0.358 2.616 -2.407
H -1.226 -1.987 -3.977
H -2.521 -2.330 -2.817
H -0.887 -2.918 -2.507
H -0.309 0.310 -3.779
H -1.811 -1.620 -0.399
H 0.367 2.647 -3.494
H 1.385 2.659 -2.038
H -0.134 3.498 -1.998
N 0.723 4.897 -0.133
C 1.057 4.436 0.873
N 1.460 3.948 2.042
C 1.373 2.700 2.215
N 1.335 1.559 2.479
F -0.621 -4.577 1.897
Te -0.851 -2.843 2.529
F -2.241 -3.457 3.576
F 0.444 -3.452 3.730
F -2.144 -2.833 1.140
F -0.885 -1.457 3.808
O 0.427 -2.141 1.399
```

Here are the Löwdin charges for atoms 1 to 5, given in e: atom 1 (Au): 0.7724, atom 2 (Se): 0.6991, atom 3 (C): -0.7954, atom 4 (N): 0.0655, atom 5 (C): 0.0138



(5)
DFT (the ωB97M-V functional and the def2-TZVPD basis) results for a single C9H8BrNO molecule.

The HOMO-LUMO gap is 8.7754 eV. The value obtained for the molecular weight is 226.1 g mol⁻¹. The value obtained for the energy above the lowest of the compared OMol25 structures with the same formula, charge and spin is 0.00 kcal per mole. The LUMO energy comes out at 0.370 eV. For the HOMO energy, the calculation gives -8.4 eV. The structure (SMILES) is O/C=C\c1ccccc1/N=C\Br.

Structure (XYZ):
```
20
C9H8BrNO, DFT the ωB97M-V functional and the def2-TZVPD basis
O -1.216 -2.684 -0.008
C -0.200 -2.489 -0.878
C 0.419 -1.349 -1.179
C 0.086 0.008 -0.788
C -0.083 1.165 -1.644
C -0.486 2.300 -1.125
C -0.744 2.531 0.239
C -0.598 1.456 1.138
C -0.198 0.260 0.553
N -0.067 -0.713 1.537
C 0.965 -1.173 2.083
Br 2.767 -0.358 1.349
H -1.255 -1.841 0.459
H 0.148 -3.465 -1.414
H 1.152 -1.530 -2.005
H 0.260 1.116 -2.633
H -0.491 3.315 -1.683
H -0.946 3.502 0.674
H -0.587 1.625 2.277
H 1.076 -1.676 3.050
```

Here are the Löwdin charges for atoms 1 to 5, given in e: atom 1 (O): 0.0212, atom 2 (C): -0.2081, atom 3 (C): -0.1022, atom 4 (C): -0.1639, atom 5 (C): -0.0345



(6)
DFT (the ωB97M-V functional and the def2-TZVPD basis) results for a single C9H8BrNO2 molecule.

The HOMO-LUMO gap (alpha / beta) is 7.0831 / 8.0271 eV. The value obtained for the molecular weight is 242.1 g mol⁻¹. The value obtained for the energy above the lowest of the compared OMol25 structures with the same formula, charge and spin is 138.20 kcal per mole. The LUMO energy (alpha / beta) comes out at -1.273 / -0.276 eV. For the HOMO energy (alpha / beta), the calculation gives -8.4 / -8.3 eV.

Structure (XYZ):
```
21
C9H8BrNO2, DFT the ωB97M-V functional and the def2-TZVPD basis
C -0.953 2.311 1.187
C 2.278 1.082 -1.030
C 1.530 2.102 -0.871
C 0.992 -0.770 0.051
C 0.079 -0.055 0.728
C -1.312 -0.610 0.633
C 2.289 -0.333 -0.451
C -0.004 1.305 1.093
C -2.629 -2.261 -0.417
N -1.774 3.127 1.191
O -2.230 -0.103 1.222
O -1.336 -1.705 -0.059
Br 1.431 1.807 2.296
H 3.084 1.191 -1.834
H 1.013 2.963 -1.205
H 0.700 -1.800 -0.085
H 2.473 -1.131 -1.218
H 3.049 -0.375 0.310
H -2.460 -2.819 -1.296
H -3.248 -1.275 -0.707
H -2.970 -2.651 0.462
```

Here are the Löwdin charges for atoms 1 to 5, given in e: atom 1 (C): -0.3503, atom 2 (C): -0.1979, atom 3 (C): 0.1262, atom 4 (C): -0.0418, atom 5 (C): -0.2199



(7)
DFT (the ωB97M-V functional and the def2-TZVPD basis) results for a 3-piece molecular cluster, C9H8ClN2O2 overall.

The HOMO-LUMO gap is 6.8925 eV. As for the net charge: -1. The value obtained for the molecular weight is 211.6 g mol⁻¹. The value obtained for the energy above the lowest of the compared OMol25 structures with the same formula, charge and spin is 0.00 kcal per mole. The LUMO energy comes out at 2.614 eV. For the HOMO energy, the calculation gives -4.3 eV.

Structure (XYZ):
```
22
C9H8ClN2O2, DFT the ωB97M-V functional and the def2-TZVPD basis
C -1.467 -2.451 -1.228
C -1.068 -2.617 0.091
C -1.213 -1.296 -1.872
C -0.297 -1.859 0.816
C -0.447 -0.384 -1.118
C 0.076 -0.664 0.115
C -0.192 4.204 -1.060
C 0.133 0.888 -1.451
C 1.431 0.842 1.793
N 0.810 0.408 0.543
N 0.893 1.403 -0.509
O -0.136 4.540 0.051
O -0.123 3.936 -2.181
Cl 1.613 -1.564 4.067
H -2.067 -3.240 -1.733
H -1.392 -3.563 0.579
H -1.568 -1.065 -2.811
H 0.064 -1.944 1.832
H -0.019 1.374 -2.425
H 0.825 1.570 2.304
H 1.791 0.100 2.627
H 2.353 1.382 1.570
```

Here are the Löwdin charges for atoms 1 to 5, given in e: atom 1 (C): -0.1216, atom 2 (C): -0.1447, atom 3 (C): -0.0455, atom 4 (C): 0.0006, atom 5 (C): -0.1782



(8)
DFT (the ωB97M-V functional and the def2-TZVPD basis) results for an isolated ion of composition C9H8F2NO2S and charge -1.

The HOMO-LUMO gap is 7.2085 eV. As for the net charge: -1. The value obtained for the molecular weight is 232.2 g mol⁻¹. The LUMO energy comes out at 3.234 eV. For the HOMO energy, the calculation gives -4.0 eV. The structure (SMILES) is O=C(O)N[C@H]([S-])C(F)(F)c1ccccc1.

Structure (XYZ):
```
23
C9H8F2NO2S, DFT the ωB97M-V functional and the def2-TZVPD basis
O 4.558 -0.428 0.777
C 3.523 0.144 0.487
O 2.832 0.958 1.238
N 2.845 -0.159 -0.664
C 1.519 0.201 -1.230
S 1.061 1.934 -0.770
C 0.408 -0.916 -0.479
F 0.355 -1.905 -1.447
F 1.075 -1.527 0.654
C -0.835 -0.302 -0.129
C -1.927 -0.651 -0.957
C -3.198 -0.303 -0.471
C -3.366 0.388 0.741
C -2.257 0.809 1.431
C -1.029 0.281 1.118
H 2.096 1.566 0.762
H 3.368 -0.852 -1.163
H 1.434 -0.067 -2.289
H -1.701 -1.052 -1.854
H -4.054 -0.699 -1.039
H -4.268 0.705 1.205
H -2.188 1.492 2.197
H -0.250 0.383 1.884
```

Here are the Löwdin charges for atoms 1 to 5, given in e: atom 1 (O): 0.0306, atom 2 (C): -0.7046, atom 3 (O): -0.0076, atom 4 (N): 0.0212, atom 5 (C): -0.5356



(9)
DFT (the ωB97M-V functional and the def2-TZVPD basis) results for a single C9H8FNO molecule.

The HOMO-LUMO gap is 8.0299 eV. The value obtained for the molecular weight is 165.2 g mol⁻¹. The value obtained for the energy above the lowest of the compared OMol25 structures with the same formula, charge and spin is 90.90 kcal per mole. The LUMO energy comes out at -0.026 eV. For the HOMO energy, the calculation gives -8.1 eV. The structure (SMILES) is O=CN/C=C\c1ccc(F)cc1.

Structure (XYZ):
```
20
C9H8FNO, DFT the ωB97M-V functional and the def2-TZVPD basis
O 3.643 0.678 -2.719
C 3.356 0.865 -1.520
N 2.014 0.376 -1.192
C 1.088 -0.266 -2.052
C -0.063 -1.004 -1.616
C -0.859 -0.768 -0.319
C -0.690 0.597 0.131
C -1.195 1.088 1.380
C -1.937 0.195 2.146
F -2.550 0.698 3.182
C -1.901 -1.131 1.865
C -1.471 -1.662 0.630
H 3.685 1.634 -0.828
H 1.750 0.382 -0.238
H 1.644 -0.663 -2.942
H -0.194 -1.974 -2.394
H -0.181 1.205 -0.707
H -0.968 2.061 1.765
H -2.437 -1.811 2.604
H -1.556 -2.656 0.318
```

Here are the Löwdin charges for atoms 1 to 5, given in e: atom 1 (O): -0.0129, atom 2 (C): -0.2132, atom 3 (N): -0.0055, atom 4 (C): -0.1238, atom 5 (C): -0.0518



(10)
DFT (the ωB97M-V functional and the def2-TZVPD basis) results for a single C9H8IN molecule.

The HOMO-LUMO gap (alpha / beta) is 7.6699 / 7.8166 eV. The value obtained for the molecular weight is 257.1 g mol⁻¹. The value obtained for the energy above the lowest of the compared OMol25 structures with the same formula, charge and spin is 29.29 kcal per mole. The LUMO energy (alpha / beta) comes out at 0.314 / -1.136 eV. As for the multiplicity: 3. For the HOMO energy (alpha / beta), the calculation gives -7.4 / -9.0 eV.

Structure (XYZ):
```
19
C9H8IN, DFT the ωB97M-V functional and the def2-TZVPD basis
C -1.398 1.543 1.003
C -1.872 0.355 1.580
C -0.374 1.566 0.081
C -1.164 -0.783 1.236
C 0.218 0.381 -0.412
C -0.088 -0.754 0.333
C 1.364 0.259 -1.278
C 2.174 0.467 -2.233
C 0.744 -1.927 0.039
N 2.137 -1.822 0.284
I 2.776 -1.194 2.045
H -1.661 2.625 1.221
H -2.657 0.539 2.243
H 0.005 2.471 -0.395
H -1.510 -1.564 1.835
H 3.210 -0.075 -2.347
H 1.995 1.127 -2.998
H 0.368 -2.794 0.659
H 0.923 -2.154 -1.093
```

Here are the Löwdin charges for atoms 1 to 5, given in e: atom 1 (C): -0.0884, atom 2 (C): -0.0611, atom 3 (C): -0.0403, atom 4 (C): -0.0309, atom 5 (C): -0.1952



(11)
DFT (the ωB97M-V functional and the def2-TZVPD basis) results for an isolated ion of composition C9H8N and charge +1.

The HOMO-LUMO gap (alpha / beta) is 7.7574 / 7.7568 eV. As for the net charge: +1. The value obtained for the molecular weight is 130.2 g mol⁻¹. The value obtained for the energy above the lowest of the compared OMol25 structures with the same formula, charge and spin is 0.00 kcal per mole. The LUMO energy (alpha / beta) comes out at -6.162 / -6.162 eV. For the HOMO energy (alpha / beta), the calculation gives -13.9 / -13.9 eV.

Structure (XYZ):
```
18
C9H8N, DFT the ωB97M-V functional and the def2-TZVPD basis
C 1.156 -1.504 -0.070
C -0.061 -1.312 0.072
C 0.036 1.540 0.416
C -1.007 0.726 0.664
C 2.187 0.480 -0.174
C 1.146 1.402 -0.617
C 2.430 -1.041 -0.316
C -1.227 -0.636 0.214
C -2.577 -1.186 0.066
N 2.990 0.017 0.636
H 0.044 2.491 0.933
H -1.814 1.122 1.272
H 0.730 1.057 -1.567
H 1.599 2.387 -0.766
H 3.154 -1.523 -0.955
H -2.594 -2.017 -0.635
H -3.304 -0.426 -0.213
H -2.888 -1.578 1.042
```

Here are the Löwdin charges for atoms 1 to 5, given in e: atom 1 (C): 0.1226, atom 2 (C): 0.0956, atom 3 (C): 0.0116, atom 4 (C): -0.0134, atom 5 (C): -0.1668



Among the records above, which one has the highest molecular weight? C9H8AuF5N6OSSeTe



What is the molecular weight in the eleventh record? 130.2 g mol⁻¹



Among the records above, which one has the highest molecular weight? C9H8AuF5N6OSSeTe



What is the molecular weight in the third record? 116.2 g mol⁻¹